150
Properties=species:S:1:pos:R:3 method="wB97M-V/def2-TZVPD" homo_ev=-10.304 homo_lumo_gap_ev=7.9 largest_force_ev_per_a=2.0 charge=+1
Br -1.6879 -0.2655 2.6279
C 0.2565 -0.2036 2.9236
C 0.8271 1.1115 2.4766
N 0.8664 1.2530 0.9801
C 1.0795 -0.0813 0.2924
C 1.6447 -1.1192 1.2219
C 3.1275 -0.8983 1.5803
C 4.0513 -2.0431 1.1988
C 5.5121 -1.5954 1.4498
C 6.1935 -2.3240 2.6104
C 5.7248 -1.7753 3.9848
C 4.6913 -2.7012 4.7098
C 3.3423 -2.0273 5.0617
C 2.9424 -2.0269 6.5493
C 4.0089 -1.5323 7.5196
C 4.0022 -0.0129 7.7018
C 4.1508 0.7654 6.3737
C 2.8375 1.4525 6.0001
N 3.0091 2.4134 4.9109
C 2.5185 3.6640 4.9731
C 2.8257 4.3091 3.8183
C 3.5320 3.3991 3.0384
C 3.6446 2.2338 3.7155
O 0.8648 -1.3224 2.4004
H 0.3769 -0.2464 4.0023
H 1.8458 1.2201 2.8525
H 0.2515 1.9302 2.8866
H 1.6662 1.8519 0.7583
H 0.0385 1.7252 0.6133
H 1.7431 0.0405 -0.5567
H 0.1272 -0.3993 -0.1298
H 1.5995 -2.0542 0.6690
H 3.1380 -0.7758 2.6568
H 3.5146 0.0228 1.1353
H 3.8254 -2.9582 1.7436
H 3.9427 -2.2788 0.1392
H 6.0961 -1.6202 0.5336
H 5.4817 -0.5436 1.7343
H 6.0557 -3.4029 2.5829
H 7.2632 -2.1304 2.5385
H 6.5920 -1.6926 4.6360
H 5.3152 -0.7804 3.8311
H 5.1591 -3.1737 5.5679
H 4.4660 -3.4973 4.0049
H 2.5730 -2.5949 4.5333
H 3.2719 -1.0127 4.6766
H 2.6175 -3.0314 6.8161
H 2.0476 -1.4050 6.6379
H 3.8044 -1.9797 8.4929
H 5.0175 -1.8464 7.2561
H 4.8595 0.2502 8.3200
H 3.1115 0.3131 8.2349
H 4.8872 1.5580 6.4950
H 4.5068 0.1235 5.5755
H 2.0440 0.7315 5.7789
H 2.5006 2.0086 6.8689
H 1.9620 4.0782 5.7939
H 2.5799 5.3229 3.5701
H 3.9249 3.5674 2.0495
H 4.1316 1.3189 3.4334
C -0.8100 4.4330 1.7700
S -1.8033 5.9159 1.6053
O -1.5638 6.7421 2.8152
C -3.3892 5.1024 1.8271
H 0.2420 4.7110 1.7007
H -1.0019 3.9702 2.7406
H -1.0690 3.7586 0.9515
H -3.4104 4.5950 2.7927
H -3.5421 4.3921 1.0138
H -4.1638 5.8655 1.7967
C -1.6022 -3.7142 1.4616
S -0.1876 -3.5849 0.3650
O -0.6178 -2.7506 -0.8000
C -0.1396 -5.2960 -0.1514
H -1.7844 -2.7124 1.8440
H -2.4730 -4.0719 0.9119
H -1.3656 -4.3922 2.2817
H -1.0887 -5.5751 -0.6096
H 0.0602 -5.9230 0.7184
H 0.6611 -5.4181 -0.8791
C -3.8365 2.9577 -2.8646
S -3.0701 4.5686 -3.0327
O -2.2769 4.8391 -1.7963
C -4.5844 5.5189 -2.8927
H -3.0482 2.2068 -2.8941
H -4.3708 2.8918 -1.9150
H -4.5152 2.7970 -3.7024
H -5.0657 5.3022 -1.9387
H -5.2459 5.2655 -3.7208
H -4.3238 6.5741 -2.9422
C 0.0050 -5.1144 -4.7084
S 0.3466 -6.6700 -3.8982
O 1.1753 -6.3718 -2.6916
C 1.4626 -7.3108 -5.1514
H -0.6535 -4.5414 -4.0643
H 0.9371 -4.5675 -4.8690
H -0.4937 -5.3096 -5.6527
H 2.3016 -6.6267 -5.2802
H 0.9190 -7.4292 -6.0885
H 1.8269 -8.2797 -4.8159
C -5.1713 -4.5794 -4.1068
S -4.0728 -4.9295 -5.4785
O -2.7786 -5.3957 -4.9045
C -3.8483 -3.2181 -5.9780
H -5.4148 -5.5177 -3.6152
H -4.6760 -3.9154 -3.3977
H -6.0875 -4.1213 -4.4772
H -3.4445 -2.6455 -5.1423
H -4.8059 -2.8088 -6.2944
H -3.1486 -3.1990 -6.8124
C 1.2296 7.8263 1.4774
S 2.1687 6.7480 0.3920
O 3.3216 6.2118 1.1780
C 2.8148 8.0706 -0.6340
H 0.7633 7.2160 2.2477
H 1.8970 8.5538 1.9401
H 0.4551 8.3321 0.9014
H 3.3715 8.7654 -0.0038
H 1.9919 8.5744 -1.1349
H 3.4756 7.6394 -1.3795
C -8.1276 -7.4560 -2.6309
S -8.9562 -5.9587 -3.1803
O -8.1196 -4.8067 -2.7445
C -10.3346 -6.0768 -2.0358
H -7.2033 -7.5573 -3.1965
H -7.9019 -7.3810 -1.5670
H -8.7682 -8.3160 -2.8249
H -9.9601 -6.0928 -1.0122
H -10.9042 -6.9814 -2.2481
H -10.9678 -5.2044 -2.1821
C -4.9958 -0.3195 -7.3808
S -4.4149 0.2648 -5.7852
O -4.5889 1.7423 -5.7747
C -2.6717 -0.0590 -6.0845
H -6.0722 -0.1653 -7.4225
H -4.5119 0.2479 -8.1757
H -4.7748 -1.3794 -7.4823
H -2.3448 0.4867 -6.9698
H -2.5186 -1.1282 -6.2189
H -2.1122 0.2824 -5.2156
C 1.0331 4.8593 -4.5528
S 1.6537 5.5578 -3.0171
O 1.4842 7.0271 -3.1157
C 3.3883 5.1967 -3.3324
H -0.0439 5.0159 -4.5787
H 1.4992 5.3621 -5.4004
H 1.2486 3.7905 -4.5783
H 3.7007 5.6753 -4.2610
H 3.5275 4.1172 -3.3950
H 3.9728 5.5890 -2.5021

=====

86
Properties=species:S:1:pos:R:3 method="wB97M-V/def2-TZVPD" homo_ev="-12.304 / -12.301" spin_multiplicity=5 homo_lumo_gap_ev="6.9 / 6.9" largest_force_ev_per_a=0.1 charge=+2 de_lowest_kj_mol=0.0
Cr 1.2117 0.7315 -0.7393
C -1.9075 -0.6085 0.4928
N -1.4125 -1.8565 1.0084
C -0.0220 -2.2119 0.9098
P 0.7744 -1.7040 -0.6826
C 2.2819 -2.6997 -0.7436
C 3.3539 -2.3204 0.0667
C 4.5315 -3.0504 0.0500
C 4.6502 -4.1506 -0.7907
C 3.5910 -4.5254 -1.6055
C 2.4040 -3.8053 -1.5829
C -0.3444 -2.2673 -1.9758
C -1.1352 -3.4049 -1.8110
C -2.0084 -3.7894 -2.8164
C -2.0942 -3.0476 -3.9877
C -1.3103 -1.9149 -4.1590
C -0.4421 -1.5225 -3.1517
C -2.3487 -2.8471 1.3836
C -3.6348 -2.8511 0.8446
C -4.5476 -3.8239 1.2281
C -4.1914 -4.8109 2.1334
C -2.9106 -4.8098 2.6662
C -1.9957 -3.8324 2.3063
P -0.7818 0.8324 0.7266
C -0.3719 0.8356 2.4799
C 0.8486 1.3836 2.8786
C 1.2049 1.3976 4.2182
C 0.3482 0.8507 5.1635
C -0.8618 0.2919 4.7731
C -1.2252 0.2816 3.4352
C -1.8916 2.2090 0.3549
C -1.9912 2.6359 -0.9682
C -2.8386 3.6806 -1.3009
C -3.5784 4.3107 -0.3090
C -3.4801 3.8904 1.0107
C -2.6412 2.8380 1.3456
H -2.8368 -0.3547 1.0086
H -2.1495 -0.6247 -0.5824
H 0.0737 -3.2963 0.9717
H 0.5999 -1.7947 1.7153
H 3.2692 -1.4564 0.7199
H 5.3559 -2.7637 0.6890
H 5.5708 -4.7183 -0.8080
H 3.6849 -5.3845 -2.2561
H 1.5779 -4.1046 -2.2161
H -1.0843 -3.9893 -0.9005
H -2.6246 -4.6685 -2.6835
H -2.7783 -3.3520 -4.7685
H -1.3809 -1.3373 -5.0708
H 0.1616 -0.6289 -3.2840
H -3.9274 -2.1131 0.1090
H -5.5420 -3.8126 0.8017
H -4.9042 -5.5695 2.4247
H -2.6219 -5.5649 3.3854
H -1.0175 -3.8244 2.7708
H 1.5220 1.8128 2.1423
H 2.1480 1.8302 4.5238
H 0.6261 0.8554 6.2090
H -1.5238 -0.1391 5.5120
H -2.1664 -0.1679 3.1445
H -1.4049 2.1552 -1.7466
H -2.9188 4.0075 -2.3289
H -4.2337 5.1321 -0.5657
H -4.0592 4.3822 1.7807
H -2.5619 2.5194 2.3781
N 3.0367 4.2680 -1.8828
C 2.2747 4.9665 -0.9541
C 2.2247 6.3195 -0.6413
C 1.3577 6.6793 0.3680
C 0.5798 5.7226 1.0408
C 0.6368 4.3829 0.7225
C 1.4998 4.0040 -0.3048
N 1.7902 2.7506 -0.8556
C 2.7159 2.9716 -1.7780
C 3.2811 1.8597 -2.5266
C 4.2344 1.8225 -3.4904
S 4.5097 0.2065 -3.9683
C 3.3390 -0.3301 -2.8706
N 2.7687 0.6250 -2.1788
H 3.7149 4.6653 -2.5122
H 2.8334 7.0501 -1.1560
H 1.2781 7.7191 0.6531
H -0.0813 6.0480 1.8325
H 0.0312 3.6649 1.2541
H 4.7859 2.6367 -3.9317
H 3.1018 -1.3778 -2.7473

=====

76
Properties=species:S:1:pos:R:3 method="wB97M-V/def2-TZVPD" homo_ev=-12.462 homo_lumo_gap_ev=7.6 largest_force_ev_per_a=1.9 charge=+1 de_lowest_kj_mol=0.0
F -0.3302 5.4434 0.2791
N -0.8202 4.1972 0.1627
C -1.2450 3.6354 1.2843
C -1.7367 2.3487 1.2468
C -1.7726 1.6778 0.0267
C -1.3015 2.3272 -1.1217
C -1.3230 1.5281 -2.4336
F -2.5497 0.9474 -2.5028
F -1.0756 2.3279 -3.4971
C -0.2095 0.4837 -2.3377
C 1.0802 0.9198 -2.6350
C 2.1539 0.0539 -2.5211
C 1.8848 -1.2504 -2.1270
C 0.6096 -1.6790 -1.8418
C 0.3820 -3.1029 -1.3810
F 1.1743 -3.3904 -0.2968
F 0.6775 -3.9617 -2.3457
F -0.8809 -3.3039 -0.9572
C -0.4691 -0.8077 -1.9387
C -0.8266 3.6088 -1.0324
H -1.1876 4.1563 2.2370
H -2.0774 1.8264 2.1358
H -2.1628 0.6631 -0.0125
H 1.2396 1.9489 -2.9488
H 3.1475 0.4286 -2.7362
H 2.7377 -1.9252 -2.0336
H -1.4806 -1.1413 -1.6847
H -0.4555 4.1385 -1.9064
O -0.7799 -5.9004 0.9711
H -0.5841 -5.0599 0.5504
H -1.7415 -5.9174 1.0307
O 2.0801 -6.9988 1.6232
H 1.1675 -6.7544 1.4326
H 2.0029 -7.7328 2.2409
O 3.8947 0.3291 -0.0032
H 3.3770 0.5986 0.7638
H 4.1443 -0.5813 0.2007
O -1.7195 4.9204 4.4238
H -1.3328 5.7692 4.1778
H -2.3049 5.1386 5.1585
O 3.8877 -3.6640 0.5436
H 3.0038 -3.3411 0.3495
H 3.7473 -4.4184 1.1295
O -3.0169 4.7156 -4.0850
H -2.2639 4.1228 -4.1472
H -3.7822 4.1202 -4.0173
O -5.1460 2.9484 -3.2980
H -5.6450 3.1290 -2.4940
H -4.8284 2.0456 -3.1885
O -3.7528 -1.5569 -0.7139
H -4.0813 -2.4320 -0.9527
H -4.5415 -1.0022 -0.7148
O 1.5079 4.5951 5.0298
H 1.7500 5.4348 4.6261
H 0.5450 4.6089 5.0686
O 0.0288 -3.4664 2.5496
H -0.8919 -3.3153 2.3064
H 0.4816 -3.6368 1.7175
O -3.7254 -1.8372 2.5287
H -4.5790 -2.0438 2.9240
H -3.8913 -1.8224 1.5798
O 6.9059 -0.1088 1.0575
H 6.0073 0.0983 0.7719
H 7.3767 -0.3029 0.2394
O 1.6981 -0.8928 1.4070
H 1.6205 -1.7500 0.9849
H 1.1262 -0.9622 2.1816
O -0.2345 -8.8166 0.2596
H -0.4990 -7.9383 0.5577
H 0.4088 -8.6475 -0.4359
O -4.3078 5.8649 -1.7338
H -5.2269 6.0465 -1.9532
H -3.8678 5.7723 -2.5936
O 7.8143 3.0007 0.6609
H 7.3939 2.1331 0.7011
H 7.5913 3.4103 1.5019